No. 1
Below is a gas-phase ion, C6H6N (charge +1) at a distorted geometry, with properties calculated with ωB97M-V with the def2-TZVPD basis set.

Geometry as XYZ:
```
13
Properties=species:S:1:pos:R:3:forces:R:3
C -4.72888 -0.02232 0.27670 4.57 0.07 -1.24
C -3.53983 -0.00400 -0.00761 -1.79 -0.44 0.34
C -2.20271 -0.07950 -0.27780 -2.65 0.19 0.86
C -1.01881 -0.05047 -0.33235 7.56 -1.99 0.05
C 0.51442 -0.03082 -0.21095 1.28 1.37 0.87
N 1.76800 -0.72245 -0.01102 -7.34 3.63 -2.50
C 2.94446 0.16026 0.10404 -1.75 0.90 0.74
H -5.69172 0.27850 0.24498 -2.82 0.35 0.45
H 0.74221 1.08167 -0.14193 -0.12 -1.47 -0.20
H 1.73086 -1.69928 -0.15019 0.53 -1.33 0.05
H 3.81105 -0.27244 -0.30198 1.00 -0.72 -0.43
H 2.74412 1.16993 -0.37743 0.24 -1.43 0.73
H 2.92682 0.19093 1.18555 1.29 0.88 0.28
```
Positions in Å, forces in eV/Å.

Values from the calculation:
relative energy (zero: lowest compared OMol25 entry of this formula, charge and spin) = 3.744 eV
HOMO-LUMO gap = 7.8 eV
SMILES = C#CC#C/C=[NH+]/C
total charge = +1
HOMO energy = -0.519 Ha

---

No. 2
Below is C3H4N2O in the gas phase, with properties calculated with ωB97M-V with the def2-TZVPD basis set.

Geometry as XYZ:
```
10
Properties=species:S:1:pos:R:3:forces:R:3
N -0.91703 -1.33341 0.56725 0.01 0.09 0.10
C 0.07422 -0.46001 0.23813 0.26 0.14 -0.01
C 1.22944 0.10933 0.40026 -0.15 -0.16 0.14
C 0.50742 0.42467 -0.87027 -0.04 -0.07 -0.26
N -0.17736 1.72375 -1.03940 -0.38 0.00 0.49
O -1.04224 1.90018 -0.21588 0.42 0.03 -0.40
H -1.84339 -1.00142 0.33512 0.11 -0.12 -0.05
H -0.86369 -1.70469 1.50582 0.00 0.07 -0.07
H 2.15972 0.26353 0.92036 -0.15 -0.03 -0.08
H 0.87290 0.07807 -1.84137 -0.07 0.05 0.14
```
Positions in Å, forces in eV/Å.

Values from the calculation:
relative energy (zero: lowest compared OMol25 entry of this formula, charge and spin) = 4.975 eV
HOMO-LUMO gap = 8.9 eV
SMILES = NC1=C[C@@H]1N=O
HOMO energy = -0.315 Ha

---

No. 3
Below is a gas-phase ion, C4H9N2 (charge +1) at a distorted geometry, with properties calculated with ωB97M-V with the def2-TZVPD basis set.

Geometry as XYZ:
```
15
Properties=species:S:1:pos:R:3:forces:R:3
C -2.84633 -0.64623 -0.00764 0.04 -3.88 1.27
C 1.78663 0.25290 0.22582 -1.44 -0.52 1.10
C -0.67520 0.80278 -0.06148 -5.32 -0.58 -1.58
C 0.29606 -0.08344 0.22884 3.87 -0.99 0.01
N -2.06904 0.40455 -0.14021 3.74 9.14 -0.58
N 2.73094 -0.69016 -0.20841 -2.82 -1.85 -3.78
H -3.84935 -0.56660 -0.24301 -1.68 0.51 -0.65
H -2.59138 -1.53949 0.53430 0.59 -0.03 0.06
H 1.91350 1.19034 -0.25883 0.10 1.44 -0.23
H 2.01070 0.33582 1.30550 -0.08 0.70 0.02
H -0.42267 1.78101 -0.49089 -0.62 -0.15 0.63
H 0.03413 -1.06489 0.44954 -0.39 -1.74 0.36
H -2.63385 1.36185 -0.25347 1.44 -2.85 0.06
H 3.60340 -0.56571 0.16835 2.43 0.17 0.80
H 2.71246 -0.97273 -1.24841 0.15 0.62 2.51
```
Positions in Å, forces in eV/Å.

Values from the calculation:
relative energy (zero: lowest compared OMol25 entry of this formula, charge and spin) = 1.296 eV
HOMO-LUMO gap (alpha / beta) = 8.0 / 5.2 eV
spin multiplicity = 3
total charge = +1
HOMO energy (alpha / beta) = -0.423 / -0.494 Ha

---

No. 4
Below is 11 unconnected molecules or ions with the total composition C41H85N3O11 at a distorted geometry, with properties calculated with ωB97M-V with the def2-TZVPD basis set.

Geometry as XYZ:
```
140
Properties=species:S:1:pos:R:3:forces:R:3
C -13.54090 -0.87759 -8.97292 -0.19 -0.20 -0.13
N -13.08625 0.48732 -8.81729 0.18 -0.30 0.11
C -13.83635 1.43745 -8.20547 -0.56 0.43 -0.85
C -13.28859 2.84556 -8.27503 1.61 -0.30 1.32
O -14.94064 1.21520 -7.74537 0.06 -0.18 0.22
H -14.36088 -1.05829 -8.28285 0.09 0.06 0.13
H -12.73644 -1.58662 -8.78215 0.04 0.07 0.11
H -13.93064 -1.08188 -9.97491 0.08 0.18 -0.03
H -12.17996 0.73651 -9.17016 -0.04 0.08 -0.03
H -12.18804 2.85522 -8.23063 -0.08 -0.23 -0.64
H -13.47147 3.31565 -7.30808 -0.84 0.27 -0.32
H -13.60358 3.40794 -9.14608 -0.32 0.04 0.08
C -17.30936 6.56872 -11.38633 0.48 -0.01 1.73
N -17.75759 7.11875 -12.62420 0.28 0.41 -0.45
C -16.92896 7.88910 -13.39267 -0.76 0.43 0.09
C -17.56071 8.48919 -14.63681 -0.07 -0.20 0.60
O -15.77771 8.14984 -13.08865 0.16 -0.35 0.02
H -17.12930 5.49194 -11.37230 -0.08 -0.02 -0.40
H -17.96910 6.78338 -10.53847 -0.38 -0.04 -0.39
H -16.38512 7.05367 -11.06460 0.15 -0.10 -0.45
H -18.74451 7.23387 -12.77632 0.01 -0.24 -0.14
H -16.92446 8.22431 -15.47654 -0.11 0.18 -0.18
H -17.58861 9.56754 -14.48609 0.20 0.06 -0.23
H -18.58458 8.15416 -14.79564 0.07 -0.14 -0.13
C -13.22243 11.38232 -12.77501 1.15 0.30 -0.25
N -13.44717 10.22390 -13.61014 -0.45 -0.18 0.76
C -13.27028 10.26684 -14.95525 -0.36 0.19 -0.38
C -13.79326 9.04262 -15.67009 -0.36 -0.50 0.18
O -12.78176 11.22416 -15.52783 0.24 -0.02 0.08
H -13.74252 12.25832 -13.16496 -0.06 0.06 0.12
H -12.14976 11.60036 -12.78082 -0.08 0.26 -0.12
H -13.45002 11.19890 -11.72739 -0.33 -0.32 -0.20
H -14.10884 9.56321 -13.23070 -0.04 -0.21 -0.35
H -13.07799 8.21900 -15.63900 0.08 0.08 0.09
H -14.04708 9.20605 -16.71290 0.17 0.41 -0.02
H -14.69216 8.70938 -15.14248 0.16 -0.13 -0.10
C -10.74168 10.23418 -6.72944 -0.29 0.13 -0.11
C -12.26032 10.08471 -6.61514 0.23 -0.40 -0.74
C -12.66907 11.33306 -5.84508 0.38 -0.55 0.61
O -11.51940 11.66135 -5.04040 0.14 0.60 -0.30
C -10.41761 10.81585 -5.36625 -0.42 -0.58 -0.18
H -10.57188 10.92173 -7.56364 0.29 0.23 0.26
H -10.21174 9.31477 -6.98330 -0.04 -0.10 0.26
H -12.55681 9.19887 -6.05026 0.16 -0.08 -0.04
H -12.62181 9.98691 -7.63995 -0.56 0.19 0.22
H -13.45779 11.09097 -5.12966 -0.27 0.22 -0.23
H -12.96112 12.17878 -6.46878 0.10 0.04 -0.03
H -10.43832 9.98490 -4.64889 0.44 0.06 0.09
H -9.47171 11.34954 -5.32437 -0.08 0.21 0.16
C -14.38834 6.86226 -6.26786 1.36 0.44 0.73
C -14.24136 6.30042 -7.65857 -0.45 -0.74 -0.42
C -15.70058 5.90106 -7.96056 1.22 0.47 0.04
O -16.31445 5.58398 -6.72539 -0.05 0.23 0.10
C -15.49145 6.03512 -5.63387 -0.25 0.14 -0.43
H -14.55620 7.94317 -6.28985 -0.62 -0.11 -0.08
H -13.45761 6.79703 -5.69016 -0.08 -0.25 -0.04
H -13.61730 5.41059 -7.73091 0.18 0.16 0.35
H -13.86805 6.99521 -8.40847 0.08 0.09 0.14
H -15.70308 5.01813 -8.59783 -0.48 0.15 -0.26
H -16.09873 6.81591 -8.42229 -0.82 -0.44 -0.12
H -15.10023 5.15724 -5.11526 0.05 0.02 0.02
H -16.09510 6.62038 -4.93893 -0.09 -0.09 0.00
C -8.34724 7.78287 -13.65042 0.58 0.76 -0.29
C -9.71947 8.45597 -13.55514 0.12 0.69 -0.01
C -10.55246 7.44582 -14.32400 -0.67 0.00 0.33
O -10.04035 6.17794 -13.93612 -0.27 -0.24 -0.34
C -8.65883 6.29188 -13.69521 1.00 -0.20 0.29
H -7.62079 8.06920 -12.88854 -0.30 -0.14 0.30
H -7.87003 8.12790 -14.57414 -0.15 -0.26 -0.12
H -9.73257 9.45528 -13.99814 0.09 -0.18 -0.35
H -10.04438 8.66512 -12.53590 -0.05 -0.70 0.12
H -10.49181 7.64050 -15.40342 0.33 -0.24 -0.02
H -11.62062 7.40359 -14.09684 0.06 0.27 0.22
H -8.05152 5.77042 -14.44640 -0.30 0.14 -0.26
H -8.38743 5.79037 -12.75948 -0.40 0.10 0.12
C -15.85173 4.73214 -14.50044 -0.38 0.22 0.20
C -16.14814 3.38576 -15.15254 -0.09 -0.13 0.51
C -15.78964 2.46073 -13.98578 -0.51 0.25 0.09
O -14.69731 3.06858 -13.29923 0.02 0.21 0.14
C -14.53334 4.39134 -13.82839 0.28 -0.33 -0.90
H -16.61574 4.99074 -13.75813 0.05 -0.19 0.00
H -15.82538 5.57165 -15.19540 0.34 -0.05 -0.08
H -15.47946 3.24862 -16.00290 -0.13 -0.14 -0.09
H -17.18933 3.23519 -15.43367 0.05 0.09 -0.23
H -15.56372 1.43278 -14.26502 0.22 0.03 -0.01
H -16.64435 2.45816 -13.29674 -0.01 -0.26 -0.04
H -13.79205 4.29240 -14.63503 0.24 0.43 0.24
H -14.17948 5.08447 -13.07210 -0.08 -0.08 0.16
C -16.52989 9.70293 -9.19037 -0.61 -0.05 -0.61
C -16.80265 11.10221 -9.77434 0.13 0.25 0.19
C -15.38911 11.72802 -9.90460 -0.31 -0.75 0.47
O -14.47348 10.68872 -9.52672 0.22 0.11 -0.15
C -15.14522 9.88084 -8.58619 -0.66 -0.05 0.20
H -16.53527 8.96183 -9.99476 0.33 0.05 0.05
H -17.33787 9.40631 -8.52048 0.28 0.00 0.32
H -17.42396 11.66480 -9.07558 0.09 0.13 -0.05
H -17.32392 11.10386 -10.72994 0.01 -0.22 -0.02
H -15.26279 12.54176 -9.18696 0.00 0.30 -0.32
H -15.15768 11.99599 -10.93043 0.06 0.36 0.14
H -15.24078 10.39890 -7.61839 0.15 -0.01 -0.02
H -14.59711 8.95576 -8.42726 0.10 0.01 -0.13
C -9.03796 4.61937 -6.76026 0.09 0.60 0.25
C -9.03173 6.16324 -6.75739 0.31 -0.18 -0.35
C -9.31885 6.52491 -5.28782 0.13 -0.19 -0.05
O -9.45783 5.29454 -4.56676 -0.22 0.11 -0.11
C -8.78572 4.29121 -5.29630 0.08 -0.72 -0.23
H -8.30269 4.19471 -7.44007 -0.08 -0.09 -0.04
H -10.04678 4.30633 -7.02965 0.09 -0.26 -0.09
H -9.73598 6.50935 -7.51395 -0.24 0.26 0.36
H -8.06604 6.58245 -7.05033 0.08 -0.20 0.03
H -10.22639 7.11188 -5.15255 -0.03 -0.03 0.10
H -8.46685 7.06276 -4.86155 -0.09 0.20 -0.04
H -9.18871 3.30820 -5.04068 -0.19 0.18 0.21
H -7.71575 4.23376 -5.04738 0.01 0.36 -0.09
C -6.99014 9.45900 -9.95529 -0.29 -0.18 0.08
C -5.59675 9.46502 -9.32260 -0.22 0.45 0.36
C -5.82876 10.24890 -8.03658 -0.16 0.67 -0.15
O -6.79328 11.24583 -8.36361 0.14 0.10 -0.72
C -7.67766 10.70059 -9.36097 -0.16 -0.41 1.24
H -7.55280 8.57813 -9.63713 0.09 -0.07 -0.09
H -6.98833 9.46548 -11.04379 0.14 0.03 0.00
H -4.92454 10.05929 -9.94065 0.21 -0.28 -0.06
H -5.18679 8.48719 -9.08026 0.07 -0.09 -0.39
H -4.94265 10.80220 -7.72697 0.06 -0.23 0.25
H -6.21086 9.63581 -7.21205 0.12 -0.16 -0.03
H -7.98019 11.46402 -10.07292 0.24 0.13 -0.01
H -8.55243 10.38538 -8.77972 -0.29 0.02 -0.47
C -13.22249 7.65196 -11.11955 0.73 -0.23 -0.50
C -12.11802 8.55786 -10.56042 -1.02 -0.20 0.88
C -11.30356 7.61284 -9.65554 0.31 0.74 -0.71
O -11.70680 6.29768 -10.00135 0.26 -0.45 0.56
C -12.52584 6.30473 -11.16588 -0.38 0.02 0.11
H -13.51100 8.01908 -12.09983 -0.38 -0.26 0.09
H -14.07443 7.56198 -10.44666 -0.14 0.32 -0.11
H -12.65932 9.28039 -9.94628 0.61 0.53 -0.24
H -11.58598 9.01940 -11.38367 0.20 0.16 0.16
H -11.47868 7.88990 -8.60908 -0.37 -0.66 0.09
H -10.21476 7.71238 -9.77025 -0.07 -0.01 -0.31
H -13.24000 5.48403 -11.06694 0.13 -0.12 0.01
H -11.94806 6.14849 -12.08447 0.18 0.07 0.13
```
Positions in Å, forces in eV/Å.

Values from the calculation:
relative energy (zero: lowest compared OMol25 entry of this formula, charge and spin) = 0.000 eV
HOMO-LUMO gap = 9.7 eV
SMILES = CNC(C)=O.CNC(C)=O.CNC(C)=O.C1CCOC1.C1CCOC1.C1CCOC1.C1CCOC1.C1CCOC1.C1CCOC1.C1CCOC1.C1CCOC1
HOMO energy = -0.347 Ha